Record 1
Computed, not measured: a cluster of 2 separate species, C2H5FSi in total in a non-equilibrium geometry, with the ωB97M-V functional and the def2-TZVPD basis.

```
9
Properties=species:S:1:pos:R:3:forces:R:3
C 1.029 -0.554 -0.979 2.11 0.11 -3.22
C 0.140 0.241 -0.545 -4.16 5.60 -0.71
F 1.780 -0.394 -2.138 -0.83 0.21 0.95
Si -0.870 0.118 1.105 0.36 0.76 -2.00
H 1.280 -1.459 -0.578 0.70 -2.21 1.31
H -0.198 1.516 -1.411 1.24 -3.97 2.57
H -2.151 -0.626 1.063 0.24 -0.04 -0.10
H -1.099 1.510 1.454 -0.32 0.38 0.14
H 0.087 -0.354 2.028 0.66 -0.85 1.06
```
Positions in Å, forces in eV/Å.

Summary:
Calculated total energy, eV: -12746.6528
E_LUMO, eV: 0.834
HOMO, eV: -10.46
Energy relative to the best compared isomer or geometry (same formula, charge and spin), kJ/mol: 366.3

=====

Record 2
Computed, not measured: a cluster of 2 separate species, C2H5IN2OS in total in a non-equilibrium geometry, with the ωB97M-V functional and the def2-TZVPD basis.

```
12
Properties=species:S:1:pos:R:3:forces:R:3
C 0.690 1.020 1.286 -0.32 -1.04 2.41
C -0.584 0.357 0.917 -1.70 0.41 1.48
N 0.574 0.027 0.205 1.14 -2.07 0.12
N -1.071 -0.506 -2.257 1.76 3.76 0.49
O 1.363 -1.166 -2.480 0.11 0.14 0.79
S 0.409 -0.107 -2.177 -1.44 -0.21 -1.94
I -1.493 -0.958 2.403 0.47 0.25 -0.57
H 0.761 2.067 1.099 0.45 0.47 -1.01
H 1.083 0.801 2.329 -0.25 -0.27 -1.66
H -1.438 0.908 0.500 0.75 -0.39 -0.41
H 0.908 -0.996 0.309 -0.33 2.37 0.33
H -1.201 -1.445 -2.135 -0.65 -3.41 -0.05
```
Positions in Å, forces in eV/Å.

Summary:
Calculated total energy, eV: -26115.6713
E_LUMO, eV: -0.176
HOMO, eV: -9.67
Energy relative to the best compared isomer or geometry (same formula, charge and spin), kJ/mol: 185.0

=====

Record 3
Computed, not measured: a cluster of 2 separate species, C2H5INO in total in a non-equilibrium geometry, with the ωB97M-V functional and the def2-TZVPD basis.

```
10
Properties=species:S:1:pos:R:3:forces:R:3
C 2.290 -0.781 0.063 -0.16 -4.53 -0.78
C 0.610 0.589 0.131 -0.05 3.89 3.29
N -0.292 -0.443 -0.135 -3.75 -1.97 -0.53
O 1.877 -1.890 0.154 0.82 2.25 0.25
I 4.258 -0.024 0.130 1.69 0.74 0.29
H 0.964 1.227 -0.651 -0.03 -0.10 -0.45
H 0.715 1.034 1.229 -0.50 -1.48 -2.55
H -0.413 -0.745 -1.143 0.32 0.88 1.04
H -1.270 -0.241 0.238 1.03 0.13 -0.74
H -0.110 -1.349 0.327 0.64 0.18 0.19
```
Positions in Å, forces in eV/Å.

Summary:
Multiplicity: 3
⟨S²⟩: 2.01
Charge: +1
Calculated total energy, eV: -13781.2050
E_LUMO (spin up / spin down), eV: -3.975 / -7.225
HOMO (spin up / spin down), eV: -11.14 / -13.74
Energy relative to the best compared isomer or geometry (same formula, charge and spin), kJ/mol: 0.0

=====

Record 4
Computed, not measured: the molecule C2H5IO2 in a non-equilibrium geometry, with the ωB97M-V functional and the def2-TZVPD basis.

```
10
Properties=species:S:1:pos:R:3:forces:R:3
C 0.277 1.070 -0.130 3.04 -0.17 -1.62
C -0.211 -0.316 0.139 0.64 -0.25 -1.39
O 0.819 -1.189 0.397 0.07 -0.44 0.27
O -1.101 -0.353 1.111 -1.91 -1.24 1.52
I -1.268 -1.108 -1.767 0.20 0.18 0.09
H -0.298 1.837 -0.525 -2.06 0.67 -0.89
H 0.707 1.534 0.707 0.37 0.07 1.98
H 1.198 1.090 -0.808 -1.30 -0.65 0.52
H 1.407 -1.305 -0.359 -0.20 0.20 -0.05
H -1.530 -1.259 1.236 1.15 1.65 -0.42
```
Positions in Å, forces in eV/Å.

Summary:
Calculated total energy, eV: -14350.2372
SMILES: CC(O)(O)I
E_LUMO, eV: 0.350
HOMO, eV: -9.33
Energy relative to the best compared isomer or geometry (same formula, charge and spin), kJ/mol: 46.3